Entry 1:
Here is a cluster of 11 separate species, C55H64N4O33 in total at a distorted geometry from the Open Molecules 2025 dataset. Energies are from ωB97M-V/def2-TZVPD.

The geometry in XYZ format:
```
156
C55H64N4O33 ωB97M-V/def2-TZVPD
O -2.51858 1.62170 2.69588
C -3.65447 1.86993 2.38099
C -4.00911 2.72401 1.26081
C -5.23821 2.77554 0.73167
O -5.50328 3.49037 -0.36600
C -6.40344 2.07788 1.33158
O -7.51255 2.02443 0.84067
C -6.09991 1.30032 2.54575
C -4.85143 1.24307 3.03491
O -4.54608 0.41915 4.06715
H -3.28822 3.38184 0.78946
H -6.45316 3.42284 -0.56669
H -6.92674 0.80843 3.03945
H -5.35319 0.25613 4.57019
O 1.02098 3.92207 5.35381
C 0.80004 3.97682 4.16253
C -0.00766 5.02309 3.55869
C -0.30481 5.08549 2.26681
O -0.90737 6.14531 1.69428
C 0.18305 4.02199 1.31878
O 0.07828 4.07727 0.11475
C 0.72446 2.81109 1.98341
C 1.08677 2.79758 3.27422
O 1.67163 1.78495 3.91680
H -0.37846 5.86689 4.13122
H -0.87820 6.00572 0.72899
H 0.91844 1.92644 1.38895
H 1.75606 2.01674 4.86097
O -3.38011 -2.54714 3.00924
C -3.01732 -3.68934 3.21883
C -2.16172 -4.35187 2.22773
C -1.49400 -5.47932 2.47631
O -0.74919 -6.09329 1.55435
C -1.59179 -6.21868 3.77205
O -0.89575 -7.15244 4.08630
C -2.70254 -5.70467 4.58702
C -3.31576 -4.53284 4.38408
O -4.37562 -4.20995 5.15318
H -2.02665 -3.92105 1.24331
H -0.31707 -6.89339 1.88410
H -2.99761 -6.26998 5.46368
H -4.94540 -3.57722 4.69541
O 0.55884 -5.26105 -1.84668
C 0.54178 -4.88990 -2.99205
C -0.12792 -3.66316 -3.45668
C -0.08157 -3.27676 -4.73519
O -0.74212 -2.15192 -5.06010
C 0.44512 -4.09964 -5.81591
O 0.37248 -3.72894 -6.97262
C 1.18580 -5.30111 -5.39342
C 1.19542 -5.67998 -4.11479
O 1.64542 -6.85815 -3.65337
H -0.64648 -3.02559 -2.75053
H -0.88522 -2.04958 -6.01175
H 1.59410 -5.99068 -6.12003
H 1.33691 -6.92792 -2.73042
O -2.28840 5.63471 -0.84758
C -2.92572 5.37126 -1.84952
C -3.65388 6.34707 -2.61524
C -4.40628 6.04482 -3.66756
O -5.00037 6.98701 -4.42399
C -4.56918 4.64694 -4.18455
O -5.26182 4.37119 -5.13539
C -3.73717 3.67027 -3.46295
C -3.02723 3.98694 -2.37013
O -2.26822 3.10987 -1.69065
H -3.70723 7.37026 -2.25899
H -5.53022 6.53600 -5.10171
H -3.73043 2.63520 -3.78226
H -1.58850 3.59578 -1.18417
O -4.83907 -2.45038 -5.49705
C -4.63551 -1.86550 -4.46182
C -3.58559 -2.30545 -3.53032
C -3.40416 -1.75989 -2.31575
O -2.47905 -2.27362 -1.46817
C -4.15634 -0.55915 -1.86984
O -3.91039 0.11746 -0.89187
C -5.24494 -0.13202 -2.74788
C -5.43160 -0.69225 -3.95133
O -6.45955 -0.32362 -4.75864
H -2.93565 -3.11862 -3.82471
H -2.41526 -1.73620 -0.63391
H -5.86207 0.73985 -2.57251
H -7.30646 -0.44491 -4.31694
O 3.33805 1.09785 1.10845
C 3.93211 0.04570 1.13058
C 4.87220 -0.38558 0.09126
C 5.31953 -1.64533 0.00637
O 6.11016 -2.06531 -0.98817
C 5.12830 -2.66564 1.11082
O 5.77147 -3.67553 1.19801
C 4.10742 -2.24699 2.09603
C 3.55051 -1.04553 2.08873
O 2.79158 -0.61054 3.10710
H 5.14571 0.30944 -0.69313
H 6.42202 -2.96650 -0.80080
H 3.91424 -2.98652 2.86256
H 2.46244 0.28132 2.89762
C 3.33683 -2.09542 -3.06799
N 3.53266 -3.43770 -2.40442
O 3.87759 -4.33278 -3.14646
O 3.37468 -3.56219 -1.20162
H 4.37660 -1.76871 -3.06528
H 2.72472 -1.50521 -2.38884
H 2.88564 -2.26599 -4.03627
C 1.07911 1.67393 -2.12713
O 1.00534 0.50574 -1.37232
C -0.26170 0.25185 -0.76992
C -0.13712 -0.71956 0.38195
C 0.43319 -2.09017 0.07415
N -1.49110 -0.88156 0.93180
H 0.87739 1.66095 -3.20663
H 2.05728 2.14916 -2.03646
H 0.33980 2.40054 -1.76470
H -0.50392 1.22643 -0.32534
H -1.02747 -0.02608 -1.49388
H 0.46358 -0.35900 1.22911
H 1.51599 -2.09209 -0.05678
H 0.01364 -2.57668 -0.81059
H 0.18594 -2.78325 0.88235
H -1.90913 -0.01819 1.27093
H -1.56356 -1.43476 1.78363
C 5.52281 2.07098 -3.73456
O 5.86191 3.30431 -3.16746
C 6.99662 3.90057 -3.79588
C 7.26944 5.26766 -3.19720
C 8.34173 6.00494 -3.99526
N 7.47595 5.20481 -1.73861
H 6.04443 1.22830 -3.26892
H 5.56574 1.98957 -4.82503
H 4.46380 1.89559 -3.51956
H 7.89407 3.26799 -3.72361
H 6.78509 3.89588 -4.87207
H 6.31135 5.80174 -3.16045
H 8.28644 5.84807 -5.07151
H 9.33146 5.60344 -3.74140
H 8.43990 7.05990 -3.74617
H 8.31903 4.66420 -1.55387
H 6.66386 4.70023 -1.39967
C -0.57378 -0.36216 4.52046
O -0.48259 -1.76754 4.63708
C -0.81605 -2.31502 5.90255
C 0.36138 -2.16223 6.90333
C 1.66526 -2.79177 6.43919
N 0.02856 -2.81785 8.20048
H -0.59198 -0.05468 3.47256
H 0.23528 0.06754 5.10551
H -1.58058 0.00982 4.75747
H -1.67411 -1.74782 6.28413
H -1.04231 -3.34552 5.62173
H 0.47914 -1.10433 7.15849
H 1.35162 -3.79871 6.12321
H 2.37698 -2.93917 7.24620
H 2.08363 -2.36845 5.52681
H -0.95448 -2.59389 8.35675
H 0.04214 -3.81105 7.96392
```

- structure (SMILES) = O=C1C=C(O)C(=O)C=C1O.O=C1C=C(O)C(=O)C=C1O.O=C1C=C(O)C(=O)C=C1O.O=C1C=C(O)C(=O)C=C1O.O=C1C=C(O)C(=O)C=C1O.O=C1C=C(O)C(=O)C=C1O.O=C1C=C(O)C(=O)C=C1O.C[N+](=O)[O-].COC[C@H](C)N.COC[C@H](C)N.COC[C@H](C)N
- calculated total energy (Ha) = -4835.8539
- gap between HOMO and LUMO (eV) = 7.35
- charge = 0
- HOMO energy (eV) = -9.177

---

Entry 2:
Here is an isolated molecule of C6H6OS at a distorted geometry from the Open Molecules 2025 dataset. Energies are from ωB97M-V/def2-TZVPD.

The geometry in XYZ format:
```
14
C6H6OS ωB97M-V/def2-TZVPD
C -0.58913 2.83171 -2.06878
C -0.35523 2.08489 -1.20577
C -0.00225 1.28483 0.01757
O 0.34732 -0.00687 -0.49180
C 0.34765 -1.15150 0.32291
C 1.18264 -2.18269 -0.01106
C -0.63103 -1.33601 1.44787
S -2.17178 -1.06072 1.38843
H -0.92303 3.51614 -2.77433
H -0.89846 1.17029 0.73443
H 0.95388 1.74882 0.57826
H 1.89808 -1.94733 -0.71521
H 1.03299 -3.16171 0.44059
H -0.19165 -1.78984 2.33690
```

- structure (SMILES) = C#CCOC(=C)C=S
- calculated total energy (Ha) = -705.4874
- gap between HOMO and LUMO (eV) = 8.21
- charge = 0
- energy relative to the best compared isomer or geometry (same formula, charge and spin) (kJ/mol) = 364.4
- HOMO energy (eV) = -9.048

---

Entry 3:
Here is an isolated molecule of C4H10O2 at a distorted geometry from the Open Molecules 2025 dataset. Energies are from ωB97M-V/def2-TZVPD.

The geometry in XYZ format:
```
16
C4H10O2 ωB97M-V/def2-TZVPD
C -0.03612 2.27295 -1.94236
O 0.51639 1.14758 -1.30957
C -0.40817 0.43063 -0.52094
C 0.35110 -0.71469 0.17256
O -0.00221 -0.72309 1.54361
C 0.40151 -1.78425 2.37709
H 0.77685 2.76706 -2.48163
H -0.82422 2.00047 -2.66281
H -0.46147 2.98428 -1.21628
H -0.85310 1.08001 0.24965
H -1.23175 0.05556 -1.15315
H 0.11333 -1.68353 -0.28713
H 1.42273 -0.51503 0.02795
H -0.43707 -2.43921 2.74670
H 0.83767 -2.68227 1.95512
H 0.86148 -1.35829 3.26931
```

- structure (SMILES) = COCCOC
- calculated total energy (Ha) = -308.8145
- gap between HOMO and LUMO (eV) = 10.72
- charge = 0
- energy relative to the best compared isomer or geometry (same formula, charge and spin) (kJ/mol) = 219.6
- HOMO energy (eV) = -9.632

---

Entry 4:
Here is the ion C4H9N2 with charge +1 at a distorted geometry from the Open Molecules 2025 dataset. Energies are from ωB97M-V/def2-TZVPD.

The geometry in XYZ format:
```
15
C4H9N2 ωB97M-V/def2-TZVPD
C -0.65663 1.43672 -2.02689
C 0.39566 1.09723 -0.97453
C -0.05338 -0.17646 -0.36216
C 0.58317 -1.65799 1.61558
N -1.00715 1.57334 -0.66507
N 0.05215 -0.34305 1.11465
H -0.54501 2.44177 -2.39214
H -1.13283 0.53624 -2.44281
H 1.28587 1.66258 -0.72277
H -0.84672 -0.69809 -0.77649
H 1.45527 -1.91370 0.99660
H 0.94206 -1.69962 2.59899
H -0.20517 -2.41392 1.30215
H 0.65896 0.48003 1.18899
H -0.92625 -0.32508 1.54589
```

- calculated total energy (Ha) = -266.8819
- gap between HOMO and LUMO (alpha / beta) (eV) = 9.20 / 9.20
- charge = +1
- energy relative to the best compared isomer or geometry (same formula, charge and spin) (kJ/mol) = 570.9
- HOMO energy (alpha / beta) (eV) = -13.962 / -13.964